1.
80
Properties=species:S:1:pos:R:3 method="wB97M-V/def2-TZVPD" spin_multiplicity=4 s_squared=3.808 total_charge=+4 e_lumo_ev="-13.57 / -14.95"
C -4.150 2.387 -0.870
C -2.840 2.498 -1.386
C -2.542 3.614 -2.181
C -3.547 4.572 -2.456
N -4.786 4.430 -1.975
C -5.095 3.385 -1.201
C -1.723 1.525 -1.209
C -1.008 0.687 -2.110
C -1.116 -0.734 -2.414
C -0.441 -1.608 -1.519
C -0.380 -2.992 -1.781
C -0.819 -3.566 -3.019
C -1.403 -2.648 -3.917
C -1.706 -1.315 -3.563
Re -0.292 0.595 -0.310
P -0.027 0.685 2.183
H -1.528 3.753 -2.572
H -4.432 1.555 -0.242
H -3.314 5.440 -3.095
H -6.124 3.335 -0.823
H -2.336 -0.696 -4.215
H 0.230 -1.386 -0.599
H -1.823 -3.057 -4.837
H 0.163 -3.564 -1.033
C 0.622 -1.025 2.519
C 1.869 -1.104 3.390
H 0.831 -1.503 1.548
H -0.206 -1.598 2.966
H 2.120 -2.169 3.461
H 2.736 -0.595 2.946
H 1.712 -0.737 4.413
C 1.138 1.980 2.753
C 0.517 3.377 2.715
H 2.009 1.947 2.089
H 1.461 1.660 3.754
H 1.332 4.110 2.777
H -0.019 3.543 1.767
H -0.166 3.541 3.561
C -1.360 0.873 3.535
C -0.848 0.610 4.956
H -2.195 0.198 3.266
H -1.730 1.907 3.409
H -1.698 0.834 5.616
H -0.563 -0.447 5.090
H -0.002 1.265 5.225
Br -0.428 -5.305 -3.325
P 1.724 0.427 -1.287
C 3.039 0.964 -0.066
C 4.447 0.372 -0.067
H 2.612 0.735 0.898
H 3.053 2.048 -0.199
H 4.916 0.394 0.937
H 4.465 -0.689 -0.335
H 5.060 0.945 -0.769
C 2.854 -1.011 -2.145
C 3.959 -0.759 -3.161
H 2.164 -1.715 -2.622
H 3.359 -1.513 -1.309
H 4.369 -1.661 -3.638
H 3.595 -0.188 -4.012
H 4.821 -0.251 -2.725
C 1.763 1.550 -2.779
C 3.096 2.173 -3.264
H 1.070 2.352 -2.495
H 1.299 0.955 -3.587
H 2.934 2.887 -4.098
H 3.607 2.658 -2.414
H 3.766 1.417 -3.688
S -2.445 -0.463 0.682
C -2.559 -2.081 1.258
N -2.443 -3.110 0.341
C -2.032 -4.365 0.711
C -1.986 -4.696 2.047
C -2.417 -3.760 2.987
C -2.723 -2.464 2.594
H -2.470 -2.894 -0.656
H -1.820 -5.066 -0.099
H -1.692 -5.706 2.318
H -2.494 -4.036 4.031
H -2.982 -1.705 3.319

2.
67
Properties=species:S:1:pos:R:3 method="wB97M-V/def2-TZVPD" de_lowest_kcal_mol=69.1 spin_multiplicity=1 e_lumo_ev=-2.23
C -5.484 0.071 3.667
C -4.037 0.466 3.853
O -3.151 -0.475 3.305
C -1.879 0.042 3.326
C -0.821 -0.868 2.999
C 0.536 -0.558 3.080
C 0.998 0.756 3.320
C 2.331 1.034 3.390
C 3.278 0.012 3.263
C 4.634 0.306 3.321
N 5.772 0.556 3.367
C 2.834 -1.302 3.072
C 1.503 -1.582 2.960
O -1.640 1.204 3.637
H -6.154 0.676 4.278
H -5.789 0.174 2.626
H -5.629 -0.974 3.936
H -3.820 1.437 3.387
H -3.766 0.553 4.915
H -1.104 -1.867 2.727
H 0.272 1.539 3.444
H 2.669 2.045 3.547
H 3.559 -2.097 3.035
H 1.168 -2.593 2.813
C -4.707 7.046 7.418
O -5.764 6.312 7.991
C -5.659 4.925 7.838
C -6.575 4.123 8.525
C -6.527 2.753 8.436
C -5.564 2.131 7.646
N -5.521 0.693 7.540
C -4.463 -0.194 7.693
C -3.056 0.159 7.791
C -2.094 -0.852 8.145
C -0.832 -0.817 7.647
C 0.128 -1.878 7.751
C 1.255 -1.846 6.916
C 2.179 -2.861 6.939
C 2.011 -3.928 7.801
C 0.911 -3.983 8.637
C -0.026 -2.977 8.615
O -2.663 1.291 7.467
N -4.973 -1.470 7.520
C -4.257 -2.743 7.434
C -6.324 -1.367 7.251
C -6.660 -0.057 7.262
C -4.672 2.924 6.937
C -4.701 4.291 7.040
H -4.829 8.101 7.670
H -3.755 6.694 7.821
H -4.724 6.937 6.332
H -7.311 4.612 9.140
H -7.227 2.151 8.989
H -2.413 -1.686 8.741
H -0.585 0.019 7.013
H 1.361 -1.034 6.219
H 3.027 -2.826 6.276
H 2.747 -4.711 7.834
H 0.785 -4.818 9.305
H -0.885 -3.037 9.259
H -4.893 -3.502 6.986
H -3.373 -2.634 6.810
H -3.978 -3.085 8.427
H -6.970 -2.202 7.038
H -7.634 0.344 7.036
H -3.918 2.441 6.341
H -3.968 4.870 6.508